1.
Below is one molecule with the formula C4H6OS, with properties calculated with the ωB97M-V functional and the def2-TZVPD basis.

- structure (SMILES) = C1O[C@H]1[C@H]1CS1
- LUMO level (eV) = 0.8
- HOMO-LUMO gap (Eh) = 0.35262
- strongest force on any atom (hartree/bohr) = 0.14658

Last column: Mulliken charge in e.
Geometry (Å):
C1 1.668 -0.907 -0.328  -0.28
O1 1.822 0.675 -0.279  -0.43
C2 1.030 -0.225 0.659  0.01
C3 -0.387 0.583 0.737  0.03
C4 -0.810 1.018 -0.572  -0.72
S1 -1.704 -0.573 -0.046  -0.20
H1 2.902 -1.310 -0.283  0.24
H2 0.902 -1.401 -1.220  0.19
H3 1.627 -0.333 1.690  0.24
H4 -0.381 1.096 1.838  0.37
H5 -0.081 0.888 -1.498  0.23
H6 -1.282 2.010 -0.545  0.31


2.
Below is one molecule with the formula C4H6OS, with properties calculated with the ωB97M-V functional and the def2-TZVPD basis.

- structure (SMILES) = C1C[C@H]2S[C@H]2O1
- LUMO level (eV) = 1.0
- HOMO-LUMO gap (Eh) = 0.36244
- strongest force on any atom (hartree/bohr) = 0.10065

Last column: Mulliken charge in e.
Geometry (Å):
C1 -0.316 0.078 1.250  -0.65
C2 -0.305 -1.029 0.132  -0.49
C3 0.184 -0.262 -1.158  -0.26
S1 -0.934 1.067 -1.649  -0.19
C4 0.638 1.199 -0.548  -0.24
O1 0.441 1.182 0.793  -0.42
H1 -1.316 0.384 1.302  0.38
H2 0.152 -0.302 2.047  0.41
H3 0.532 -1.777 0.453  0.25
H4 -1.298 -1.439 0.209  0.31
H5 0.779 -0.841 -1.833  0.43
H6 1.444 1.740 -0.997  0.47


3.
Below is one molecule with the formula C4H6OS, with properties calculated with the ωB97M-V functional and the def2-TZVPD basis.

- LUMO level (eV) = -0.3
- HOMO-LUMO gap (Eh) = 0.31253
- strongest force on any atom (hartree/bohr) = 0.14664

Last column: Mulliken charge in e.
Geometry (Å):
C1 1.723 -1.016 -0.101  -0.79
C2 0.417 -1.259 0.011  -0.36
C3 -0.639 -0.077 0.117  0.56
C4 -0.221 1.420 -0.031  -1.18
O1 -3.007 0.624 -0.028  -0.57
S1 -2.195 -0.594 -0.022  0.31
H1 2.327 -1.888 -0.196  0.29
H2 2.195 0.007 0.149  0.21
H3 0.010 -2.168 0.058  0.43
H4 -1.184 1.807 -0.339  0.41
H5 0.529 1.418 -0.665  0.43
H6 0.046 1.726 1.047  0.27


4.
Below is one molecule with the formula C4H6OS, with properties calculated with the ωB97M-V functional and the def2-TZVPD basis.

- structure (SMILES) = O=C/C=C/CS
- LUMO level (eV) = 0.0
- HOMO-LUMO gap (Eh) = 0.34623
- strongest force on any atom (hartree/bohr) = 0.04001

Last column: Mulliken charge in e.
Geometry (Å):
O1 -2.892 0.205 0.218  -0.50
C1 -2.159 -0.731 -0.092  -0.08
C2 -0.693 -0.632 -0.224  -0.30
C3 -0.072 0.554 -0.062  -0.06
C4 1.394 0.850 -0.169  -0.58
S1 2.474 -0.564 0.039  -0.22
H1 -2.608 -1.747 -0.260  0.30
H2 -0.194 -1.560 -0.464  0.39
H3 -0.699 1.497 0.184  0.24
H4 1.652 1.595 0.608  0.32
H5 1.648 1.340 -1.098  0.34
H6 2.148 -0.808 1.319  0.13


What are the HOMO level values for these records? In order: -8.81; -8.91; -8.76; -9.44 eV.